1.
{"formula": "C3H3ClN2O2", "method": "the ωB97M-V functional and the def2-TZVPD basis", "e_above_lowest_kj_mol": 610.7, "max_force_ev_per_a": 4.7, "orbital_gap_ev": 6.53, "symbols": ["C", "C", "C", "N", "N", "O", "O", "Cl", "H", "H", "H"], "xyz": [[-1.699957, -0.386428, -0.265018], [2.165537, 0.200436, 0.048700], [-0.547557, 0.491717, -0.098173], [-1.328273, -1.587091, -0.055946], [-0.230705, -1.842291, 0.436020], [3.035279, -0.557555, 0.229435], [0.607521, -0.293909, 0.230902], [1.990176, 1.787218, 0.429601], [-2.752645, -0.089693, -0.694222], [-0.262010, 1.096948, -0.903833], [-0.977370, 1.180643, 0.642530]], "atomic_forces_ev_per_a": [[-3.1686, 0.2060, -2.9627], [-2.9800, -2.5286, 2.6259], [0.0866, 1.9648, 0.7229], [1.6515, -0.8396, 2.1401], [-1.2813, -3.4587, -0.8386], [-0.6758, 0.3864, -1.3357], [1.6648, 1.3966, -0.2106], [0.8119, 2.3956, -0.3503], [2.5226, -0.6774, 0.9558], [-0.0108, 0.8402, -1.5929], [1.3790, 0.3146, 0.8462]], "nbo_charge": [-0.20, 0.71, -0.13, -0.13, -0.04, -0.42, -0.51, 0.11, 0.22, 0.19, 0.19]}

---

2.
{"formula": "C3H3ClN2OS", "method": "the ωB97M-V functional and the def2-TZVPD basis", "e_above_lowest_kj_mol": 184.2, "max_force_ev_per_a": 4.7, "orbital_gap_ev": 8.49, "smiles": "[H]/N=c1/occ(Cl)n1S", "symbols": ["C", "C", "C", "H", "H", "H", "N", "N", "O", "S", "Cl"], "xyz": [[0.554923, 0.963131, 0.273938], [0.596548, 1.330812, -1.016811], [-0.319448, -0.678495, -0.835137], [-0.803580, -0.458029, 2.755491], [0.825813, 2.212267, -1.496211], [-1.193889, -2.316170, -0.529264], [0.079370, -0.321043, 0.434905], [-1.040857, -1.618155, -1.304073], [-0.102091, 0.313234, -1.805891], [0.141183, -1.233297, 1.913693], [1.262028, 1.805746, 1.609359]], "atomic_forces_ev_per_a": [[2.0009, 1.6526, -0.2235], [-2.1871, -2.5857, 0.5501], [-3.1370, -1.3678, -3.1650], [1.3642, -1.2335, -1.7106], [0.5736, 1.5770, -0.7875], [-0.0187, 0.7211, -1.0318], [0.1939, 0.0749, 0.8053], [0.7044, -1.4130, 2.3149], [2.3400, 1.2615, 3.6660], [-1.4931, 1.4818, 0.0789], [-0.3413, -0.1689, -0.4967]], "nbo_charge": [0.07, 0.03, 0.65, 0.15, 0.22, 0.34, -0.59, -0.69, -0.43, 0.22, 0.05]}

---

3.
{"formula": "C3H3ClN2S", "method": "the ωB97M-V functional and the def2-TZVPD basis", "e_above_lowest_kj_mol": 519.6, "max_force_ev_per_a": 2.5, "orbital_gap_ev": [8.82, 8.41], "symbols": ["C", "C", "C", "N", "N", "S", "Cl", "H", "H", "H"], "xyz": [[0.388026, 0.314273, 0.999103], [0.218053, -1.933737, 0.942090], [0.250105, 0.116901, -0.312801], [0.370757, -0.880266, 1.672619], [-0.319463, 1.766669, -2.049708], [0.119686, -1.566100, -0.698123], [-1.089525, 3.066076, -1.386662], [0.681990, 1.113724, 1.587805], [0.292674, -2.985369, 1.287450], [-0.912304, 0.987829, -2.041773]], "atomic_forces_ev_per_a": [[0.1071, -1.9015, -0.2091], [0.4529, -0.4278, 0.3910], [-0.2513, 0.1444, -1.3703], [0.0950, -0.5760, 1.5902], [2.4088, 0.3674, 0.3543], [-0.2851, 0.6668, -1.3940], [-0.3915, 0.0983, 0.2876], [0.0100, 1.8657, 0.5197], [-0.2713, 0.9794, -0.0806], [-1.8746, -1.2167, -0.0888]], "nbo_charge": [-0.19, -0.18, -0.10, -0.40, -0.50, 0.39, 0.19, 0.23, 0.23, 0.33]}

---

4.
{"formula": "C3H3ClN2S", "method": "the ωB97M-V functional and the def2-TZVPD basis", "e_above_lowest_kj_mol": 228.0, "max_force_ev_per_a": 4.2, "orbital_gap_ev": 8.73, "symbols": ["C", "C", "C", "N", "N", "S", "Cl", "H", "H", "H"], "xyz": [[1.584207, 1.138367, 1.199909], [0.729108, -0.937160, 0.271014], [0.762246, -0.094048, 1.401661], [1.903395, 2.165995, 0.856605], [1.208753, -0.886395, -0.808235], [-0.452058, -2.921648, 0.824346], [0.325735, -3.643875, -0.841909], [1.272673, -0.609001, 2.296381], [-0.291025, 0.200926, 1.627415], [0.996536, -1.700113, -1.496947]], "atomic_forces_ev_per_a": [[-2.2089, -2.2641, -0.1689], [-1.4045, -2.8456, 0.7997], [0.9507, 1.4396, 3.8133], [1.2673, 2.1743, -0.3725], [0.3554, -1.2948, -3.5358], [0.9562, 2.2951, 0.0321], [0.0332, -0.9589, -0.8579], [-1.3297, 0.3331, -1.2256], [0.8951, -0.1483, 0.2794], [0.4851, 1.2697, 1.2363]], "nbo_charge": [0.27, 0.43, -0.62, -0.27, -0.57, -0.08, -0.15, 0.29, 0.29, 0.41]}

---

5.
{"formula": "C3H3ClNO", "method": "the ωB97M-V functional and the def2-TZVPD basis", "e_above_lowest_kj_mol": 342.1, "total_charge": 1, "max_force_ev_per_a": 3.8, "orbital_gap_ev": [7.14, 7.14], "symbols": ["C", "C", "C", "N", "O", "Cl", "H", "H", "H"], "xyz": [[0.554202, 0.223995, 0.665343], [-0.532822, 0.622513, 1.314315], [0.415585, -0.471030, -0.623750], [-0.977973, -0.397003, -0.949520], [-1.197591, 0.370927, -1.840026], [-1.800162, 0.928524, 2.161855], [1.555371, 0.216500, 1.032147], [1.187417, -0.019448, -1.381586], [0.795973, -1.474979, -0.378778]], "atomic_forces_ev_per_a": [[-3.0119, 0.9234, 1.8021], [2.7483, -1.0931, -1.3052], [3.5256, -0.1188, -1.3800], [-1.0297, 1.0180, -1.0773], [-0.2083, -0.7573, 0.4114], [-0.2474, 0.2589, 0.1837], [0.5391, 0.5486, 0.7718], [-1.7399, -0.6277, 0.9933], [-0.5758, -0.1521, -0.3998]], "nbo_charge": [-0.25, 0.22, -0.33, 0.16, -0.17, 0.49, 0.33, 0.27, 0.28]}

---

6.
{"formula": "C3H3ClO", "method": "the ωB97M-V functional and the def2-TZVPD basis", "e_above_lowest_kj_mol": 0.0, "max_force_ev_per_a": 0.3, "orbital_gap_ev": 11.00, "symbols": ["C", "C", "C", "O", "Cl", "H", "H", "H"], "xyz": [[-3.314038, 0.504402, -0.020222], [1.681063, -0.261674, 0.192577], [0.437595, -0.199634, -0.234041], [-2.563698, 1.340456, 0.079415], [-0.699212, -1.477236, 0.000749], [2.353649, 0.560194, 0.027815], [2.075434, -1.116406, 0.713504], [0.029204, 0.649898, -0.759795]], "atomic_forces_ev_per_a": [[0.1578, 0.2663, 0.0377], [0.0477, -0.0648, 0.0408], [0.0645, 0.1103, -0.0246], [-0.2318, -0.1868, -0.0398], [-0.0287, -0.1809, -0.0012], [0.0706, 0.2475, -0.1019], [-0.0263, -0.2051, 0.0969], [-0.0539, 0.0136, -0.0078]], "nbo_charge": [0.51, -0.40, -0.21, -0.51, -0.02, 0.21, 0.21, 0.21]}